1.
Molecular formula: C7H17N
Method: DFT, ωB97M-V with the def2-TZVPD basis set

Cartesian coordinates (Å):
N -1.1988 0.2197 -0.0292
C 1.3832 -1.4565 -2.2110
C -0.7813 2.6954 0.3560
C 0.3093 -1.3543 -1.1782
C -1.1659 1.3697 1.0882
C 0.1789 0.0259 -0.7065
C 0.4579 -2.5444 -0.0457
C -0.2501 1.0913 2.3457
H 1.5030 -2.6277 0.1093
H 2.3053 -0.8844 -1.7917
H 0.1373 0.1161 2.5001
H -1.4343 -0.5304 0.5602
H 0.3166 2.8050 0.2035
H -1.0438 3.5309 0.8989
H 0.0746 0.8151 -1.5053
H 0.5886 1.8161 2.4092
H 1.5499 -2.4592 -2.4601
H -2.2256 1.5757 1.4447
H 1.0756 -0.9478 -3.1130
H 0.1646 -3.4962 -0.6116
H -1.1151 2.6464 -0.6788
H -0.2221 -2.3947 0.7882
H 1.0117 0.3168 -0.0636
H -0.7095 -1.7481 -1.4489
H -0.9101 1.4194 3.1394

Values from the calculation:
HOMO-LUMO gap = 10.03 eV
LUMO level = 1.070 eV
Charge = 0
ΔE to the lowest compared entry with this formula, charge and spin = 2.198 eV
Structure (SMILES) = CC(C)CNC(C)C

2.
Molecular formula: C3H6BClO2
Method: DFT, ωB97M-V with the def2-TZVPD basis set

Cartesian coordinates (Å):
Cl -0.5434 2.8140 -0.2821
O 1.4746 -1.6468 -0.6573
O 1.0414 -1.3302 1.6325
C 0.8075 1.8255 -0.3394
C -0.6826 -0.5780 -0.0254
C -1.8103 0.0035 -0.2141
B 0.6566 -1.1772 0.3170
H -2.7729 -0.4791 -0.2818
H -1.8819 1.0976 -0.3388
H 0.3929 -1.0266 2.2668
H 2.2716 -2.0444 -0.3080
H 1.2386 1.6378 -1.3032
H 1.4179 1.7910 0.5456

Values from the calculation:
HOMO-LUMO gap (spin up / spin down) = 8.31 / 8.20 eV
LUMO level (spin up / spin down) = -0.149 / -0.006 eV
Charge = 0
ΔE to the lowest compared entry with this formula, charge and spin = 3.543 eV

3.
Molecular formula: C3H4N4O
Method: DFT, ωB97M-V with the def2-TZVPD basis set

Cartesian coordinates (Å):
O 3.7527 -0.2927 0.1659
N 2.8027 -0.1253 -0.4822
N -0.8667 1.3921 0.6171
N 1.9140 -0.0428 -1.1303
N -0.1651 0.2926 1.0618
C -0.6008 -0.8255 0.4485
C -1.4177 -0.4494 -0.5746
C -1.4830 0.9501 -0.4835
H 0.3766 0.2547 1.8905
H -2.0429 -1.1053 -1.2650
H -0.3238 -1.7555 0.8969
H -1.9460 1.7069 -1.1451

Values from the calculation:
HOMO-LUMO gap = 10.19 eV
LUMO level = 0.843 eV
Charge = 0
ΔE to the lowest compared entry with this formula, charge and spin = 3.130 eV
Structure (SMILES) = N#[N+][O-].c1cn[nH]c1

4.
Molecular formula: C5H20InN10O5
Method: DFT, ωB97M-V with the def2-TZVPD basis set

Cartesian coordinates (Å):
In 0.0532 0.0623 0.4893
O -0.5723 1.3761 3.0614
O 0.6141 -2.8328 0.9990
O -1.6996 2.3526 0.2975
O 0.6011 -1.7663 -1.7359
O 0.8552 1.2230 -2.0801
N -0.2909 -2.3421 -3.6166
N 2.0341 2.9165 -2.7026
N 2.2107 -4.3371 1.8580
N -3.5778 3.0035 1.0822
N -1.9082 1.2457 4.8207
N -2.8516 4.0302 -0.7240
N 1.9691 1.2776 -4.0760
N 0.2074 -5.0181 1.4336
N 1.9050 -2.2856 -3.3940
N 0.1485 1.8679 5.1374
C -0.7712 1.4745 4.1990
C 1.5368 1.7432 -2.9110
C 0.7153 -2.0958 -2.9126
C -2.6364 3.1005 0.1361
C 1.0525 -3.9310 1.3270
H -1.1365 -2.0324 -3.1594
H 0.4485 -5.8665 1.9256
H 1.0847 1.6725 4.8125
H 2.1657 3.2127 -1.7460
H 2.1798 -2.6331 -4.3017
H -3.7591 4.4736 -0.7224
H -0.0871 1.9183 6.1182
H -3.5370 2.1828 1.6694
H -4.3967 3.5804 0.9528
H -1.8073 0.9934 5.7935
H -0.7537 -4.8639 1.1642
H 2.5709 3.3349 -3.4488
H 2.3570 -5.3242 2.0142
H 3.0373 -3.8127 1.6093
H -0.2377 -2.8426 -4.4922
H 1.6117 0.3640 -4.3160
H 2.6642 -2.2506 -2.7288
H -2.1232 4.3567 -1.3429
H -2.4517 0.6660 4.1972
H 2.5753 1.8059 -4.6872

Values from the calculation:
HOMO-LUMO gap (spin up / spin down) = 8.81 / 3.87 eV
LUMO level (spin up / spin down) = -6.114 / -11.000 eV
Charge = +2
⟨S²⟩ = 0.759
2S+1 = 2

5.
Molecular formula: C15H32NO
Method: DFT, ωB97M-V with the def2-TZVPD basis set

Cartesian coordinates (Å):
O -0.5978 -0.1153 -0.5963
N -0.0592 -0.1160 -3.4436
C -0.7548 1.3706 1.3480
C -0.8806 -0.0538 0.8130
C 0.1498 -3.0951 2.9373
C -1.5266 0.5095 -1.4409
C 1.5850 0.9618 2.0615
C 0.6820 -1.2751 -2.9069
C 0.0876 -1.0602 1.4611
C -0.2714 -0.9103 4.0414
C 0.7750 3.3247 1.7454
C -1.4330 -0.0757 -2.8573
C 0.6801 1.8855 1.2509
C -0.1756 -0.2589 -4.9070
C 1.5061 -0.4778 1.5583
C -0.4653 -1.7058 2.7541
C 0.6897 1.1148 -3.1343
H 0.7827 -0.8144 4.2852
H 0.1236 1.9908 -3.4458
H 0.2105 -2.2024 -3.2263
H 0.8109 -0.3938 -5.3474
H 1.7966 3.6877 1.6663
H -0.7877 -1.1246 -5.1546
H 0.9967 1.8542 0.1999
H 1.9504 -0.5082 0.5589
H 0.6754 -1.2279 -1.8190
H -1.4342 2.0300 0.8019
H -0.7175 0.0775 3.9816
H -1.5434 -1.8411 2.6039
H 0.1396 -1.8878 0.7411
H 2.6200 1.3017 1.9840
H -2.0717 0.5281 -3.5047
H -1.9160 -0.4017 0.9565
H -1.8116 -1.0992 -2.8468
H 2.1116 -1.1200 2.1973
H -2.5523 0.3301 -1.0862
H 0.4708 3.3875 2.7871
H 0.8807 1.1654 -2.0640
H 1.2263 -3.0284 3.0739
H 0.1314 3.9801 1.1622
H -0.0492 -3.7301 2.0768
H 1.6425 1.1089 -3.6605
H -0.6318 0.6289 -5.3420
H 1.7082 -1.2606 -3.2685
H -1.0722 1.3762 2.3894
H -1.3728 1.5974 -1.4670
H -0.2708 -3.5759 3.8163
H 1.2982 1.0222 3.1092
H -0.7536 -1.4391 4.8606

Values from the calculation:
HOMO-LUMO gap = 10.47 eV
LUMO level = -2.488 eV
Charge = +1
ΔE to the lowest compared entry with this formula, charge and spin = 0.067 eV
Structure (SMILES) = CC(C)[C@@H]1CC[C@H](C)C[C@H]1OCC[N+](C)(C)C

6.
Molecular formula: C3H4OS2
Method: DFT, ωB97M-V with the def2-TZVPD basis set

Cartesian coordinates (Å):
S 1.3413 0.7804 0.2815
S -2.7837 0.8122 -0.8095
O -1.7296 0.6564 1.6741
C -1.5216 -1.2420 0.1549
C -1.9165 0.0045 0.6608
C -1.3291 -2.3498 -0.2674
H 0.3842 0.4008 -0.6716
H 1.7571 1.9602 -0.2111
H -2.8451 2.0249 -0.4039
H -0.8911 -3.1881 -0.7917

Values from the calculation:
HOMO-LUMO gap = 8.98 eV
LUMO level = -0.638 eV
Charge = 0
ΔE to the lowest compared entry with this formula, charge and spin = 3.179 eV
Structure (SMILES) = C#CC(=O)S.S

> What is the formula in the second record?

C3H6BClO2

> What is the charge in the fourth record?

+2